Computed, not measured: one molecule with the formula CHNO3S2 in a non-equilibrium geometry, with ωB97M-V with the def2-TZVPD basis set.

Each line ends with the Löwdin spin population.
Positions of all 8 atoms, in Å:
C 0.69026 -0.17482 0.07351  0.54
N -1.74840 0.23340 -0.10155  0.06
O -1.64248 -0.29790 -1.18298  0.05
O -0.44195 0.41593 0.57046  0.09
O -2.67047 0.61892 0.54078  0.05
S 0.75557 -1.71189 -0.38492  1.01
S 2.06900 0.94143 0.34475  0.18
H 2.98847 -0.02506 0.13995  0.01

Forces on atoms 1 to 3 (eV/Å):
-0.466 3.997 0.798
1.050 -0.183 -1.331
-0.744 0.225 0.834

Output
Multiplicity ... 3
HOMO level (spin up / spin down) ... -0.258 / -0.367 Ha
Orbital gap (spin up / spin down) ... 7.01 / 6.63 eV
Net charge ... 0



Computed, not measured: an isolated ion of composition CHO2 and charge -1 in a non-equilibrium geometry, with ωB97M-V with the def2-TZVPD basis set.

Each line ends with the Löwdin charge.
Positions of all 4 atoms, in Å:
O 0.25212 0.31425 -1.18231  -0.14
O -1.05978 0.09191 0.63722  -0.19
C 0.04546 0.09968 0.01391  -0.72
H 0.76220 -0.50585 0.53119  0.06

Forces on atoms 1 to 3 (eV/Å):
0.609 1.119 -0.812
0.488 1.025 -0.001
-3.005 -1.966 -0.205

Output
HOMO level ... -0.129 Ha
ΔE to the lowest compared entry with this formula, charge and spin ... 24.3 kJ/mol
SMILES ... O=C[O-]
Orbital gap ... 8.58 eV
Net charge ... -1